Entry 1:
22
Properties=species:S:1:pos:R:3 method="wB97M-V/def2-TZVPD" homo_energy_ev="-6.31 / -6.33" energy_ev=-11463.443 e_above_lowest_ev=7.795 homo_lumo_gap_ev="6.046 / 5.415" lumo_energy_ev="-0.3 / -0.9"
C -1.197 -0.818 1.388
C -0.425 -0.020 0.626
C -2.635 -0.819 1.442
C -3.308 -0.259 0.397
C -1.139 1.114 0.047
C -2.539 0.666 -0.597
C 3.066 -0.811 1.230
C 1.569 -0.042 -0.877
N 1.669 -0.648 1.441
N 0.938 -0.239 0.380
H -3.258 -1.405 2.062
H -4.344 -0.632 0.091
H -1.428 1.860 0.856
H -0.603 1.605 -0.732
H -2.455 0.433 -1.624
H -2.943 1.634 -0.681
H 3.568 -0.294 1.998
H 3.275 -1.960 1.147
H 3.399 -0.349 0.294
H 0.799 -0.106 -1.702
H 1.995 0.921 -0.830
H 2.253 -0.797 -1.061

---

Entry 2:
58
Properties=species:S:1:pos:R:3 method="wB97M-V/def2-TZVPD" homo_energy_ev=-14.06 energy_ev=-93553.859 e_above_lowest_ev=0.831 charge=+2 homo_lumo_gap_ev=5.549 lumo_energy_ev=-8.5
Lu -0.585 -0.383 1.744
Cl -0.630 -2.741 2.302
P 0.225 -0.370 -0.987
C 1.644 0.715 -1.327
C 1.624 1.741 -2.287
C 2.774 2.491 -2.535
C 3.938 2.271 -1.794
C 3.951 1.261 -0.821
C 2.823 0.476 -0.588
C 0.748 -1.958 -1.764
C -0.134 -3.041 -1.633
C 0.224 -4.282 -2.149
C 1.453 -4.455 -2.800
C 2.303 -3.364 -2.982
C 1.946 -2.111 -2.477
C -1.065 0.176 -2.156
C -2.329 0.543 -1.648
C -3.362 0.809 -2.546
C -3.146 0.813 -3.929
C -1.872 0.519 -4.425
C -0.842 0.180 -3.545
H -1.088 -2.908 -1.116
H -0.459 -5.116 -2.023
H 1.746 -5.441 -3.158
H 3.256 -3.482 -3.489
H 2.618 -1.268 -2.630
H 0.715 1.961 -2.856
H 2.757 3.260 -3.309
H 4.834 2.875 -1.975
H 4.847 1.079 -0.230
H 2.848 -0.322 0.163
H -2.518 0.605 -0.567
H -4.350 1.027 -2.144
H -3.965 1.052 -4.614
H -1.681 0.554 -5.495
H 0.145 -0.071 -3.952
H 0.557 6.359 -2.761
H -0.172 6.283 -2.922
C 1.619 0.609 3.839
N 0.255 0.121 4.055
C 0.110 -0.593 5.325
C -0.835 0.871 3.623
S -0.579 2.106 2.461
N -2.051 0.159 3.690
C -2.771 0.117 4.970
C -2.981 0.197 2.529
H 1.938 1.182 4.713
H 1.660 1.248 2.949
H 2.282 -0.258 3.736
H -0.264 0.070 6.122
H -0.534 -1.470 5.215
H 1.114 -0.941 5.594
H -3.762 0.540 4.798
H -2.899 -0.915 5.300
H -2.264 0.678 5.756
H -3.147 1.225 2.180
H -2.736 -0.496 1.657
H -3.933 -0.191 2.912

---

Entry 3:
11
Properties=species:S:1:pos:R:3 method="wB97M-V/def2-TZVPD" homo_energy_ev=-9.80 smiles="[H]/N=C/OCC=O" energy_ev=-8776.009 e_above_lowest_ev=1.686 homo_lumo_gap_ev=10.686 lumo_energy_ev=0.9
H 1.540 1.803 -1.004
N 0.843 1.135 -0.686
C 1.346 -0.021 -0.557
O 0.641 -1.071 -0.123
C -0.762 -0.848 0.037
C -1.111 0.328 0.952
O -0.956 0.266 2.147
H 2.376 -0.324 -0.771
H -1.139 -1.764 0.496
H -1.219 -0.711 -0.950
H -1.559 1.207 0.459